{
  "formula": "C28H32I2NOS",
  "method": "the ωB97M-V functional and the def2-TZVPD basis",
  "charge": 1,
  "max_force_ev_per_a": 9.49,
  "gap_ev": 5.26,
  "e_tot_ev": -60118.1002,
  "e_homo_ha": -0.411,
  "e_lumo_ev": -5.9,
  "spin_multiplicity": 1,
  "symbols": ["C", "C", "N", "S", "I", "C", "C", "O", "I", "H", "H", "H", "H", "H", "H", "H", "H", "C", "C", "C", "C", "C", "C", "H", "H", "H", "H", "H", "H", "C", "C", "C", "C", "C", "C", "H", "H", "H", "H", "H", "H", "C", "C", "C", "C", "C", "C", "H", "H", "H", "H", "H", "H", "C", "C", "C", "C", "C", "C", "H", "H", "H", "H", "H", "H"],
  "coordinates": [[1.71865, -1.11373, -4.99640], [2.44586, -1.08123, -3.49051], [1.53516, -1.87533, -2.58111], [2.20107, -2.11439, -0.98482], [1.31974, -0.23014, 0.34107], [4.06995, -1.99868, -0.94556], [4.67252, -0.47455, -0.88645], [4.93353, 0.29378, -1.97825], [5.19026, 0.50373, 1.05050], [1.27881, -2.20985, -5.13654], [2.54247, -0.99101, -5.82396], [0.81990, -0.36786, -5.08463], [2.51606, 0.07662, -3.20884], [3.51294, -1.53543, -3.64851], [1.19466, -2.75664, -3.02397], [4.47160, -2.58783, 0.00705], [4.57194, -2.52415, -1.87913], [4.29178, 5.72891, 0.35720], [4.01866, 4.36992, 0.50997], [3.62091, 3.87292, 1.75077], [3.48661, 4.73755, 2.83747], [3.75613, 6.09718, 2.68370], [4.16287, 6.59262, 1.44513], [4.60504, 6.11531, -0.60914], [4.11668, 3.69740, -0.33855], [3.41466, 2.81288, 1.87114], [3.17192, 4.35123, 3.80330], [3.64985, 6.77111, 3.53026], [4.37808, 7.65099, 1.32708], [-4.23582, 1.74705, -0.21462], [-2.98959, 1.12442, -0.27793], [-1.82770, 1.89293, -0.34289], [-1.91172, 3.28554, -0.33457], [-3.15782, 3.90813, -0.26746], [-4.32022, 3.13956, -0.21188], [-5.14130, 1.14778, -0.16744], [-2.92386, 0.03927, -0.27747], [-0.85718, 1.40748, -0.39899], [-1.00610, 3.88461, -0.38024], [-3.22302, 4.99341, -0.25933], [-5.29110, 3.62494, -0.16517], [-2.82760, -0.28488, 2.72558], [-1.97739, -0.96725, 3.59522], [-2.50838, -1.78575, 4.59167], [-3.89086, -1.92973, 4.71224], [-4.74096, -1.25027, 3.84014], [-4.21013, -0.42445, 2.84959], [-2.41347, 0.35560, 1.95129], [-0.89999, -0.86040, 3.49683], [-1.84580, -2.31202, 5.27339], [-4.30474, -2.57139, 5.48560], [-5.81826, -1.36386, 3.93320], [-4.87283, 0.10905, 2.17388], [-1.13703, -4.39769, -2.75924], [-1.41015, -5.75667, -2.60646], [-1.80790, -6.25367, -1.36566], [-1.94219, -5.38905, -0.27897], [-1.67268, -4.02941, -0.43274], [-1.26593, -3.53397, -1.67130], [-0.82376, -4.01129, -3.72558], [-1.31212, -6.42919, -3.45499], [-2.01414, -7.31371, -1.24530], [-2.25688, -5.77537, 0.68687], [-1.77896, -3.35549, 0.41383], [-1.05073, -2.47561, -1.78936]],
  "atomic_forces_ev_per_a": [[0.07, -1.19, 0.49], [-0.41, 1.35, -2.78], [2.43, 0.86, 0.77], [-0.73, -0.23, -0.95], [0.50, -0.75, -0.76], [2.44, 0.46, 0.05], [1.58, 4.51, -5.74], [-2.09, -5.83, 7.18], [-0.41, -1.20, -1.54], [0.87, 2.23, 0.16], [-1.79, 0.06, 1.68], [1.99, -1.35, 0.16], [-0.09, -2.82, -0.07], [-2.02, 0.84, 0.66], [0.50, 0.47, 0.91], [-1.35, 1.30, -1.86], [-1.46, 1.09, 1.68], [-0.05, -0.04, 0.15], [-0.02, 0.07, 0.12], [0.01, 0.32, 0.00], [0.04, 0.03, -0.13], [0.02, -0.10, -0.11], [-0.05, -0.21, 0.00], [-0.05, -0.06, 0.15], [0.02, 0.08, 0.09], [-0.03, 0.15, 0.01], [0.05, 0.07, -0.13], [0.03, -0.12, -0.14], [-0.04, -0.16, 0.02], [0.15, 0.10, -0.02], [-0.01, 0.14, -0.17], [-0.32, 0.22, 0.04], [-0.08, -0.10, 0.03], [0.01, -0.14, -0.01], [0.19, -0.11, 0.02], [0.14, 0.08, -0.04], [-0.05, 0.14, -0.03], [-0.17, 0.11, -0.08], [-0.13, -0.06, 0.01], [0.02, -0.19, -0.01], [0.15, -0.07, 0.00], [0.00, -0.13, 0.15], [-0.25, -0.05, 0.01], [-0.09, 0.03, -0.10], [0.11, 0.10, -0.13], [0.15, 0.02, -0.02], [0.14, -0.12, 0.09], [-0.11, -0.08, 0.24], [-0.11, 0.00, 0.06], [-0.10, 0.07, -0.09], [0.07, 0.11, -0.11], [0.18, 0.03, -0.01], [0.10, -0.05, 0.09], [0.06, -0.05, 0.23], [0.04, 0.03, 0.07], [0.03, 0.21, -0.02], [0.07, 0.05, -0.16], [0.06, -0.08, -0.03], [0.04, -0.20, 0.06], [-0.12, -0.05, 0.01], [-0.02, 0.11, 0.14], [0.02, 0.17, -0.03], [0.04, 0.07, -0.15], [-0.03, -0.09, -0.10], [-0.13, -0.04, 0.00]],
  "lowdin_charge": [-0.087, -0.297, -0.333, 0.614, 0.718, -0.400, -0.710, -0.125, 0.860, 0.084, 0.099, 0.097, 0.143, 0.116, 0.080, 0.127, 0.137, -0.089, -0.111, -0.143, -0.093, -0.087, -0.085, 0.104, 0.090, 0.024, 0.102, 0.106, 0.106, -0.090, -0.125, -0.129, -0.086, -0.081, -0.075, 0.105, 0.101, -0.013, 0.103, 0.107, 0.108, -0.098, -0.104, -0.095, -0.089, -0.085, -0.082, 0.067, 0.085, 0.101, 0.104, 0.105, 0.091, -0.111, -0.084, -0.078, -0.078, -0.089, -0.127, 0.093, 0.107, 0.108, 0.108, 0.100, 0.081]
}